Record 1
125
Properties=species:S:1:pos:R:3:mulliken_charge:R:1 method="wB97M-V/def2-TZVPD" e_above_lowest_kj_mol=0.00 orbital_gap_ev=7.018 charge=+1
Zr -0.549 -0.882 -0.340 -2.3701
C 4.770 -0.545 1.078 -1.1025
O 3.918 -1.129 0.100 0.3002
C 3.354 -2.315 0.532 -0.2888
C 4.101 -3.457 0.735 -0.2796
C 3.495 -4.633 1.171 -1.1310
C 2.145 -4.653 1.426 -1.0178
C 1.357 -3.519 1.193 0.5749
C -0.019 -3.479 1.588 -1.3504
N -0.788 -2.530 1.175 2.2714
N -1.987 -2.342 1.848 -1.8408
C -2.303 -1.068 1.853 0.3422
O -1.517 -0.183 1.336 1.7215
C -3.557 -0.632 2.474 0.7892
C -3.851 0.731 2.501 0.2519
C -5.047 1.169 3.032 -1.4762
C -5.957 0.252 3.536 -0.5528
C -5.667 -1.104 3.516 -0.9714
C -4.473 -1.551 2.985 -0.6202
C 1.952 -2.321 0.711 0.3928
O 1.272 -1.228 0.431 1.6363
H 5.308 0.264 0.591 0.3464
H 4.174 -0.153 1.911 0.2240
H 5.484 -1.272 1.471 0.5271
H 5.164 -3.437 0.546 0.6135
H 4.095 -5.513 1.335 0.4751
H 1.660 -5.543 1.799 0.5641
H -0.376 -4.175 2.355 0.5973
H -3.130 1.440 2.116 0.5832
H -5.276 2.224 3.053 0.5098
H -6.894 0.596 3.946 0.4421
H -6.383 -1.807 3.915 0.4599
H -4.236 -2.602 2.969 0.4528
N -3.204 -3.626 -0.206 -0.1146
C -3.565 -2.537 -0.912 -0.2161
N -4.540 -2.702 -1.789 -0.8575
C -4.897 -1.626 -2.482 0.0126
N -5.819 -1.761 -3.428 -0.3394
N -4.434 -0.392 -2.214 -0.9201
C -3.473 -0.311 -1.322 0.6737
N -2.916 -1.359 -0.689 1.8436
C -3.072 1.086 -1.011 0.2560
C -4.043 2.071 -1.187 -0.8480
C -3.714 3.396 -0.966 -1.2433
C -2.412 3.696 -0.605 -1.3427
C -1.511 2.652 -0.467 -0.6039
N -1.824 1.374 -0.631 1.8083
H -3.795 -4.430 -0.352 0.2445
H -2.844 -3.463 0.737 0.3040
H -6.173 -2.679 -3.634 0.2597
H -6.090 -0.961 -3.970 0.2417
H -5.032 1.783 -1.501 0.6072
H -4.452 4.173 -1.090 0.5439
H -2.098 4.712 -0.434 0.6039
H -0.477 2.875 -0.219 0.3907
C 2.597 2.677 1.502 -1.3899
C 2.757 3.256 0.106 -0.5463
C 3.165 2.235 -0.947 -1.2524
Sb 1.606 0.915 -1.787 0.7299
C 0.561 2.558 -2.833 0.9238
C -0.652 2.311 -3.466 -0.3265
C -1.396 3.334 -4.026 -0.6115
C -0.926 4.634 -3.988 -0.7831
C 0.308 4.888 -3.417 -0.9445
C 1.043 3.863 -2.843 -0.7083
C 2.886 0.491 -3.511 1.2491
C 2.569 0.964 -4.776 -0.7170
C 3.392 0.677 -5.853 -0.8949
C 4.537 -0.080 -5.677 -0.7044
C 4.862 -0.550 -4.417 -0.6686
C 4.036 -0.274 -3.340 -0.4489
Sb 0.859 1.337 1.686 -1.6677
C 1.673 0.232 3.377 0.7801
C 2.722 0.704 4.157 -0.5690
C 3.219 -0.063 5.198 -0.7300
C 2.667 -1.300 5.485 -0.9429
C 1.595 -1.758 4.741 -0.6762
C 1.108 -0.995 3.692 0.3481
C -0.178 2.677 3.059 0.9804
C -0.264 4.039 2.809 -0.3502
C -0.965 4.874 3.663 -0.8327
C -1.610 4.350 4.772 -0.6857
C -1.539 2.990 5.024 -0.6954
C -0.827 2.162 4.172 -0.4238
H 2.460 3.481 2.222 0.8694
H 3.499 2.129 1.765 0.6455
H 3.545 4.017 0.148 0.5913
H 1.840 3.774 -0.197 -0.0102
H 3.927 1.579 -0.535 0.3828
H 3.602 2.738 -1.810 0.6751
H -1.045 1.310 -3.543 0.5598
H -2.345 3.109 -4.492 0.4525
H -1.510 5.434 -4.417 0.4297
H 0.700 5.894 -3.418 0.4725
H 2.007 4.093 -2.416 0.3157
H 1.682 1.567 -4.924 0.4660
H 3.146 1.054 -6.835 0.4607
H 5.177 -0.294 -6.519 0.3911
H 5.766 -1.128 -4.277 0.4696
H 4.296 -0.646 -2.355 0.3584
H 3.153 1.678 3.964 0.4070
H 4.039 0.312 5.790 0.4422
H 3.060 -1.896 6.295 0.4334
H 1.130 -2.704 4.975 0.4877
H 0.269 -1.357 3.113 -0.0150
H 0.240 4.461 1.948 0.3217
H -1.006 5.937 3.468 0.4606
H -2.166 4.998 5.435 0.4070
H -2.034 2.576 5.892 0.4704
H -0.767 1.101 4.384 0.3167
O 0.338 -1.237 -3.507 -0.5732
N -0.657 -1.274 -2.834 0.5498
O -1.421 -2.216 -2.805 -0.6572
O -0.970 -0.264 -2.180 0.4998
I -0.862 -6.905 -2.183 0.0503
C 0.230 -5.115 -2.244 -0.9772
C 1.383 -4.989 -3.005 -0.5162
C 2.079 -3.798 -2.925 -1.4217
C 1.602 -2.796 -2.095 0.4617
N 0.460 -2.898 -1.412 1.2964
C -0.215 -4.045 -1.491 -0.2036
H 1.728 -5.799 -3.629 0.4908
H 2.968 -3.624 -3.508 0.6666
H 2.186 -1.891 -1.966 0.0879
H -1.163 -4.090 -0.960 0.1646


Record 2
115
Properties=species:S:1:pos:R:3:mulliken_charge:R:1 method="wB97M-V/def2-TZVPD" e_above_lowest_kj_mol=874.90 orbital_gap_ev="3.909 / 3.159" charge=-2
Pb 0.658 1.011 -0.183 1.1224
O 1.924 3.228 -0.945 -1.0075
C 2.545 2.919 -2.124 1.8320
C 3.995 2.358 -1.972 -0.8481
C 4.221 1.529 -0.645 -0.2158
C 5.620 1.380 -0.249 -1.1598
C 5.778 0.245 0.592 -0.6993
C 4.747 -0.535 1.031 -0.5688
C 3.476 -0.427 0.274 1.3780
C 2.642 -1.609 0.482 -0.9794
C 0.896 -0.275 3.327 -0.4223
O 0.454 0.220 2.295 -0.7700
C -0.075 -1.545 3.909 -0.3471
C -0.254 -2.927 3.581 0.3528
C -1.252 -3.633 3.920 -0.7077
C -2.213 -3.114 4.821 -0.4208
C -1.999 -1.762 5.302 -0.9666
C -0.757 -0.942 4.959 0.1377
C 2.221 -0.293 4.104 1.5153
C 2.722 1.043 4.022 -0.4817
C 3.806 1.538 4.697 -0.5621
C 4.570 0.689 5.540 -0.5628
C 4.113 -0.600 5.762 -0.5953
C 2.946 -1.082 5.098 -0.4318
N 3.140 0.752 -0.186 0.8686
C 2.584 4.639 -2.747 0.1559
C 2.873 4.909 -4.093 -0.2609
C 2.603 6.190 -4.703 -0.9342
C 1.915 7.185 -3.998 -0.1885
C 1.573 6.921 -2.680 -0.8464
C 1.939 5.722 -2.172 -0.3245
C 1.793 2.254 -3.154 -0.0499
C 2.450 1.522 -4.120 -0.1292
C 1.680 0.744 -4.986 -1.1708
C 0.267 0.743 -4.954 -0.6811
C -0.353 1.418 -3.885 -0.2414
C 0.381 2.280 -3.115 -0.5047
H 4.723 3.162 -2.193 0.3995
H 4.355 1.607 -2.699 0.3946
H 6.412 2.007 -0.680 0.3420
H 6.776 -0.037 0.901 0.3188
H 4.830 -1.267 1.847 0.3802
H 3.181 -2.230 1.200 0.1317
H 7.061 -11.120 -4.999 -0.0083
H 0.785 -3.180 3.375 0.2039
H -1.190 -4.698 3.654 0.3505
H -3.007 -3.730 5.244 0.4187
H -2.580 -1.480 6.192 0.3607
H -0.199 -0.339 5.631 0.5185
H 2.169 1.723 3.363 0.1115
H 4.018 2.608 4.632 0.3394
H 5.466 1.091 6.020 0.3330
H 4.623 -1.247 6.486 0.3337
H 2.561 -2.045 5.462 0.3021
H 3.326 4.157 -4.728 0.2354
H 2.935 6.408 -5.708 0.3722
H 1.751 8.195 -4.394 0.3120
H 0.985 7.590 -2.052 0.3884
H 1.370 5.496 -1.357 0.3799
H 3.470 1.747 -4.450 0.3744
H 2.175 0.356 -5.861 0.3534
H -0.316 0.371 -5.794 0.4305
H -1.438 1.319 -3.713 0.2890
H -0.127 2.998 -2.451 0.6428
C -5.241 -4.650 -1.047 -0.9968
O -4.451 -3.494 -0.554 -0.2859
C -5.025 -2.673 0.352 0.6255
C -6.315 -2.810 0.881 -0.3545
C -6.787 -1.896 1.778 -0.9188
C -5.821 -0.967 2.241 -0.7151
C -4.532 -0.818 1.736 -0.2434
C -4.099 -1.649 0.695 -0.0028
N -2.789 -1.743 0.042 0.3493
C -1.978 -0.608 -0.233 -1.0745
N -2.566 0.502 -0.509 0.6907
C -2.388 1.944 0.108 0.8372
C -1.652 2.360 0.995 0.2774
C -1.263 3.478 1.620 -0.9845
C -1.905 4.636 0.819 -0.5859
C -2.684 4.178 -0.371 -1.2999
C -3.334 2.966 -0.319 -0.4365
O -4.728 3.181 -0.408 -0.3220
C -5.742 2.210 -0.396 -0.5945
N -0.561 -0.930 -0.365 0.1848
C 0.117 -1.988 -0.628 0.8058
C 1.629 -2.323 -0.080 0.2197
C 2.141 -3.560 -0.290 -0.8972
C 1.535 -4.659 -0.886 -1.1450
C 0.381 -4.435 -1.650 -0.4750
C -0.248 -3.054 -1.844 0.0464
O -1.440 -2.704 -2.493 -0.1783
C -1.800 -3.627 -3.878 -0.7654
H -4.547 -5.078 -1.762 0.1884
H -6.168 -4.321 -1.561 0.3699
H -5.451 -5.391 -0.230 0.3563
H -6.879 -3.685 0.528 0.3463
H -7.789 -1.826 2.193 0.3922
H -6.084 -0.347 3.115 0.3309
H -3.809 -0.087 2.119 0.5433
H -2.593 -2.617 -0.421 0.4006
H -3.478 0.592 -0.954 0.3506
H -1.232 3.647 2.631 0.4660
H -1.631 5.628 1.181 0.4395
H -2.930 4.945 -1.069 0.4087
H -6.627 2.858 -0.189 0.2995
H -5.671 1.420 0.382 0.1798
H -5.910 1.715 -1.391 0.2417
H -1.778 -0.098 4.697 -0.0606
H 3.206 -3.525 -0.165 0.3615
H 2.139 -5.564 -0.978 0.2727
H -0.100 -5.318 -2.072 0.2315
H -2.565 -3.032 -4.398 0.2279
H -2.143 -4.645 -3.548 0.2427
H -0.839 -3.742 -4.396 0.3489
H 6.683 -10.554 -4.762 0.0083


Record 3
116
Properties=species:S:1:pos:R:3:lowdin_spin:R:1 method="wB97M-V/def2-TZVPD" orbital_gap_ev="5.891 / 6.527" charge=+2 multiplicity=2
Ru 0.037 -0.860 0.954 0.9902
O 0.263 1.483 -1.075 0.0114
S -0.084 1.716 0.333 0.0237
C -1.492 2.846 0.395 0.0095
C -1.309 4.198 0.198 0.0008
C -2.284 5.146 0.539 0.0005
C -3.447 4.708 1.120 -0.0014
C -4.625 5.436 1.686 -0.0002
C -5.621 4.327 2.096 -0.0002
C -4.932 3.043 1.767 -0.0014
C -5.322 1.734 1.888 -0.0002
C -4.454 0.734 1.438 -0.0027
C -3.196 0.992 0.915 -0.0055
P -2.301 -0.388 0.131 -0.0297
C -3.014 -0.359 -1.547 -0.0045
C -4.342 -0.723 -1.767 -0.0010
C -4.860 -0.658 -3.048 -0.0003
C -4.077 -0.216 -4.103 0.0001
C -2.765 0.163 -3.876 0.0001
C -2.229 0.091 -2.602 -0.0003
C -2.968 -1.856 0.959 0.0017
C -3.376 -2.998 0.276 -0.0017
C -3.804 -4.104 0.991 0.0014
C -3.823 -4.076 2.376 -0.0021
C -3.369 -2.956 3.061 0.0012
C -2.921 -1.857 2.357 0.0023
C -2.738 2.337 0.833 0.0001
C -3.665 3.322 1.226 0.0001
C 1.260 2.718 0.991 0.0009
C 1.049 3.743 1.889 0.0011
C 2.058 4.649 2.248 -0.0002
C 3.289 4.523 1.654 0.0008
C 4.531 5.350 1.738 0.0001
C 5.575 4.589 0.888 0.0000
C 4.859 3.384 0.370 0.0003
C 5.271 2.325 -0.398 -0.0005
C 4.372 1.272 -0.608 -0.0008
C 3.066 1.282 -0.138 -0.0051
P 2.210 -0.327 -0.056 -0.0175
C 2.683 -1.183 -1.587 0.0012
C 3.831 -1.962 -1.715 0.0001
C 4.124 -2.541 -2.938 0.0002
C 3.298 -2.328 -4.030 0.0001
C 2.154 -1.555 -3.901 0.0001
C 1.833 -1.001 -2.677 0.0007
C 3.145 -1.096 1.314 0.0001
C 3.171 -2.488 1.420 0.0005
C 3.841 -3.094 2.466 0.0000
C 4.456 -2.319 3.437 -0.0021
C 4.381 -0.935 3.374 0.0000
C 3.723 -0.322 2.322 -0.0009
C 2.569 2.430 0.530 -0.0001
C 3.527 3.417 0.820 -0.0001
H -0.372 4.540 -0.212 0.0001
H -2.089 6.193 0.371 0.0001
H -5.056 6.113 0.946 -0.0001
H -4.322 6.040 2.544 -0.0001
H -6.564 4.413 1.554 -0.0001
H -5.864 4.365 3.159 -0.0001
H -6.282 1.456 2.290 0.0000
H -4.796 -0.290 1.494 0.0000
H -4.967 -1.049 -0.948 0.0000
H -5.886 -0.946 -3.226 -0.0001
H -4.499 -0.157 -5.096 0.0000
H -2.161 0.524 -4.693 0.0000
H -1.210 0.402 -2.416 -0.0002
H -3.357 -3.012 -0.805 -0.0001
H -4.123 -4.986 0.460 0.0001
H -4.179 -4.934 2.925 -0.0001
H -3.349 -2.951 4.141 0.0001
H -2.574 -0.970 2.877 0.0007
H 0.064 3.885 2.303 0.0000
H 1.840 5.441 2.946 0.0000
H 4.854 5.468 2.774 0.0000
H 4.347 6.350 1.337 0.0000
H 6.448 4.298 1.474 0.0000
H 5.938 5.194 0.057 0.0000
H 6.278 2.252 -0.778 -0.0001
H 4.723 0.400 -1.141 0.0000
H 4.502 -2.100 -0.878 0.0001
H 5.006 -3.156 -3.037 0.0000
H 3.552 -2.770 -4.979 0.0000
H 1.510 -1.387 -4.750 0.0000
H 0.938 -0.407 -2.560 0.0001
H 2.695 -3.082 0.649 0.0000
H 3.891 -4.170 2.526 0.0000
H 5.005 -2.794 4.235 -0.0001
H 4.827 -0.337 4.156 0.0000
H 3.672 0.758 2.272 -0.0002
C 0.012 -4.766 -2.652 0.0000
C 0.405 -5.196 -1.251 -0.0009
S -0.660 -4.232 -0.098 0.0029
O -0.262 -2.804 -0.356 0.0187
C 0.174 -4.608 1.508 0.0041
C -0.706 -5.501 2.352 0.0005
H 0.441 -5.429 -3.399 0.0000
H 0.340 -3.746 -2.847 0.0000
H -1.070 -4.803 -2.750 0.0000
H 1.453 -5.002 -1.037 0.0000
H 0.184 -6.247 -1.076 -0.0001
H 0.329 -3.615 1.964 0.0040
H 1.135 -5.078 1.305 0.0001
H -1.588 -4.967 2.690 0.0000
H -0.166 -5.847 3.228 0.0001
H -1.025 -6.373 1.786 0.0002
C 0.163 -1.385 4.939 -0.0002
C -0.074 -0.030 4.247 0.0079
C 0.883 1.039 4.811 0.0000
O 0.066 -0.145 2.896 -0.0064
H 0.100 -1.255 6.014 0.0000
H 1.154 -1.752 4.678 0.0001
H -0.579 -2.117 4.621 0.0002
H -1.112 0.297 4.474 -0.0035
H 1.907 0.782 4.551 0.0001
H 0.791 1.077 5.892 0.0007
H 0.643 2.018 4.402 0.0000


Record 4
118
Properties=species:S:1:pos:R:3:lowdin_spin:R:1 method="wB97M-V/def2-TZVPD" e_above_lowest_kj_mol=65.35 orbital_gap_ev="4.511 / 4.522" charge=-1 multiplicity=6
Fe -15.383 -4.907 -12.027 3.6055
S -14.678 -3.208 -10.741 0.1389
C -13.148 -3.218 -9.883 0.0229
C -13.195 -3.589 -8.498 0.0101
C -12.016 -3.796 -7.784 0.0006
C -10.781 -3.590 -8.444 0.0064
C -10.739 -2.953 -9.673 -0.0001
C -11.957 -2.790 -10.461 0.0092
S -11.817 -2.075 -11.992 0.0203
H -14.238 -3.823 -8.136 0.0015
H -12.033 -4.150 -6.770 -0.0001
H -9.852 -3.936 -7.977 0.0005
H -9.734 -2.654 -10.070 0.0000
C -19.145 -3.627 -10.398 0.0006
C -19.161 -2.421 -11.378 0.0009
C -18.402 -1.292 -10.751 0.0001
C -18.733 -2.647 -12.794 0.0086
C -19.120 -1.567 -13.651 -0.0004
C -19.069 -1.636 -15.029 0.0027
C -18.440 -2.696 -15.679 0.0000
C -17.853 -3.710 -14.889 0.0090
C -17.300 -4.920 -15.727 0.0021
C -16.836 -4.640 -17.130 0.0002
C -18.338 -6.075 -15.812 0.0000
C -18.045 -3.699 -13.454 0.0207
N -17.422 -4.760 -12.662 0.2578
C -18.133 -5.900 -12.309 0.1190
C -17.496 -6.991 -11.617 0.1423
N -16.165 -6.845 -11.358 0.2960
C -15.530 -8.051 -10.896 0.0226
C -15.421 -8.373 -9.493 0.0081
C -14.921 -9.619 -9.109 -0.0005
C -14.683 -10.619 -10.075 0.0025
C -14.641 -10.283 -11.399 0.0003
C -15.138 -9.051 -11.846 0.0097
C -15.123 -8.773 -13.364 0.0025
C -16.174 -9.585 -14.146 0.0010
C -13.706 -9.051 -13.926 0.0001
C -15.585 -7.437 -8.301 0.0007
C -16.234 -6.047 -8.466 0.0035
C -14.267 -7.275 -7.531 0.0002
C -18.504 -8.007 -11.428 0.0162
C -18.607 -9.319 -10.898 0.0214
C -19.798 -10.047 -11.049 -0.0010
C -20.953 -9.484 -11.577 0.0314
C -21.001 -8.181 -12.052 0.0127
C -22.018 -7.436 -12.683 0.0037
C -21.848 -6.188 -13.228 -0.0021
C -20.616 -5.546 -13.225 -0.0033
C -19.523 -6.223 -12.599 0.0177
C -19.742 -7.492 -11.993 0.0733
H -19.391 -3.234 -9.421 -0.0001
H -18.163 -4.024 -10.363 0.0002
H -19.951 -4.364 -10.694 0.0004
H -20.275 -2.173 -11.440 0.0001
H -17.270 -1.551 -10.709 0.0002
H -18.630 -1.059 -9.689 0.0000
H -18.515 -0.304 -11.306 0.0000
H -19.572 -0.679 -13.198 0.0001
H -19.565 -0.811 -15.646 0.0002
H -18.280 -2.663 -16.758 0.0002
H -16.466 -5.354 -15.046 0.0019
H -17.658 -4.408 -17.809 0.0001
H -16.407 -5.552 -17.627 0.0000
H -16.111 -3.848 -17.249 0.0000
H -19.090 -5.999 -16.666 0.0001
H -19.004 -6.167 -14.944 -0.0003
H -17.755 -7.031 -15.844 0.0001
H -14.590 -9.860 -8.098 0.0001
H -14.617 -11.626 -9.786 0.0002
H -14.229 -10.975 -12.173 0.0004
H -15.311 -7.678 -13.552 0.0022
H -15.677 -10.544 -14.495 0.0003
H -16.523 -9.088 -15.039 0.0002
H -16.989 -9.746 -13.499 0.0001
H -13.347 -10.089 -13.848 0.0001
H -13.000 -8.421 -13.436 0.0000
H -13.762 -8.834 -14.979 0.0000
H -16.267 -8.045 -7.650 0.0001
H -15.661 -5.439 -9.187 0.0024
H -16.206 -5.589 -7.434 0.0004
H -17.254 -6.002 -8.903 -0.0001
H -13.615 -6.383 -7.865 0.0000
H -13.630 -8.118 -7.520 0.0000
H -14.520 -7.080 -6.502 0.0000
H -17.758 -9.713 -10.354 0.0010
H -19.832 -11.077 -10.684 -0.0007
H -21.823 -10.133 -11.568 0.0024
H -22.984 -7.909 -12.639 0.0007
H -22.687 -5.778 -13.815 -0.0001
H -20.540 -4.532 -13.779 -0.0002
O -12.977 1.263 -17.345 0.0001
C -13.278 1.178 -16.012 0.0002
O -13.330 2.212 -15.392 0.0003
C -13.671 -0.216 -15.462 0.0012
C -13.935 -0.240 -14.091 -0.0001
C -14.413 -1.395 -13.533 0.0029
C -14.360 -2.587 -14.251 0.0016
C -14.072 -2.553 -15.655 0.0025
C -13.906 -1.315 -16.276 0.0000
N -14.335 -3.924 -13.635 0.0315
C -13.228 -4.563 -13.907 0.0069
C -12.657 -5.433 -12.954 0.0064
C -11.357 -5.987 -13.166 -0.0032
C -10.701 -6.694 -12.144 0.0052
C -11.399 -6.684 -10.858 -0.0050
C -12.735 -6.259 -10.804 0.0087
N -13.405 -5.709 -11.848 0.0284
H -12.491 0.470 -17.699 0.0000
H -13.940 0.731 -13.549 0.0000
H -14.556 -1.503 -12.438 0.0022
H -13.998 -3.516 -16.190 0.0003
H -13.802 -1.315 -17.377 0.0000
H -12.704 -4.427 -14.901 0.0008
H -10.947 -5.913 -14.230 0.0001
H -9.722 -7.143 -12.298 0.0004
H -10.875 -6.930 -9.963 -0.0002
H -13.318 -6.607 -9.988 0.0003